(1)
A molecular structure, C36H40BiCl4O7P2S in a non-equilibrium geometry, computed with the ωB97M-V functional and the def2-TZVPD basis.

Calculated values
2S+1 = 1
relative energy (zero: lowest compared OMol25 entry of this formula, charge and spin) = 0.9237 eV
Kohn-Sham gap = 0.26673 Ha
E = -5058.99941 a.u.
total charge = -1
E_HOMO = -4.824 eV
F_max = 1.1 eV/A

Last column: Löwdin charge in e.
CARTESIAN COORDINATES (ANGSTROEM)
Bi 0.28576 0.31387 -0.12672  1.8922
C -2.23511 -6.35183 2.72120  -0.1013
C -0.93924 -6.05077 3.10544  -0.0890
C -0.34687 -4.86586 2.70165  -0.0801
C -1.04944 -3.96087 1.91163  -0.3652
C -2.35629 -4.26749 1.53961  -0.1098
C -2.94447 -5.45342 1.93854  -0.0940
P -0.37158 -2.34370 1.33448  1.0835
C 1.23171 -2.33489 2.22279  -0.4149
C 2.46421 -2.56031 1.62420  -0.0825
C 3.62752 -2.39215 2.35652  -0.0757
C 3.57117 -2.00327 3.68306  -0.1227
C 2.34321 -1.78051 4.28564  -0.1364
C 1.18113 -1.94461 3.55817  -0.1210
C 0.17757 -2.80082 -0.34742  -0.4419
C 0.11952 -4.06959 -0.91218  -0.0836
C 0.57617 -4.25240 -2.20709  -0.0897
C 1.10563 -3.18679 -2.91748  -0.0830
C 1.14205 -1.91639 -2.35840  -0.1306
C 0.66392 -1.71268 -1.07543  -0.3686
H -2.69109 -7.28166 3.03433  0.0960
H -0.38768 -6.74130 3.73057  0.0998
H 0.66931 -4.64569 2.99598  0.1003
H -2.90502 -3.56376 0.92932  0.1056
H -3.96323 -5.67815 1.65497  0.0984
H 2.51829 -2.83881 0.58222  0.1043
H 4.58532 -2.53875 1.87599  0.1037
H 4.48235 -1.84861 4.24423  0.0995
H 2.29579 -1.43142 5.30680  0.0967
H 0.21750 -1.74403 4.00583  0.1096
H -0.29719 -4.89955 -0.35740  0.0975
H 0.50580 -5.23076 -2.66406  0.0967
H 1.46729 -3.33959 -3.92305  0.0997
H 1.50855 -1.07583 -2.92859  0.0846
Cl 6.33602 3.64038 0.29541  0.6432
C 4.98310 2.65649 0.68250  -0.7316
C 4.69285 2.35679 2.00123  -0.7319
Cl 5.68285 2.95921 3.26918  0.6441
C 3.59021 1.55727 2.29620  -0.6066
Cl 3.20264 1.22789 3.93507  0.7576
C 2.75924 1.07117 1.29257  -0.3979
O 1.70975 0.31931 1.56291  -0.3146
C 3.01119 1.44394 -0.05359  -0.3990
O 2.15521 1.09443 -0.99184  -0.2768
C 4.15274 2.18790 -0.33408  -0.6252
Cl 4.51745 2.54640 -1.97348  0.6966
C 0.72726 4.03814 2.56792  -0.0087
C -0.58107 3.23507 2.61829  -0.6216
C -1.67398 4.06532 3.29786  -0.0325
C -0.37042 1.94089 3.40591  -0.0431
O -0.91715 2.97669 1.25992  -0.1959
P -2.13824 2.06108 0.65389  0.1984
O -1.90820 2.11339 -0.82732  -0.4330
O -2.21176 0.71536 1.28810  -0.3746
O -3.49767 2.85598 1.08755  -0.1704
C -4.08762 3.92860 0.36841  -0.6393
C -5.04268 4.63060 1.34628  -0.0287
C -4.87012 3.34470 -0.81174  -0.0278
C -3.04212 4.92525 -0.12500  -0.0313
H 1.10966 4.19698 3.57398  0.0872
H 0.55897 5.00117 2.09092  0.0837
H 1.47121 3.49172 1.99286  0.0751
H -1.38870 4.28875 4.32295  0.0851
H -2.60264 3.50374 3.28814  0.0776
H -1.82831 5.00500 2.77221  0.0696
H -0.07219 2.16731 4.43031  0.0857
H 0.39808 1.33323 2.93546  0.0419
H -1.29363 1.36943 3.41093  0.0733
H -5.73496 3.90760 1.76910  0.0825
H -5.60486 5.41043 0.83351  0.0819
H -4.47857 5.07732 2.16206  0.0733
H -5.60487 2.63245 -0.44309  0.0863
H -4.16923 2.81282 -1.44689  0.0550
H -5.37679 4.12081 -1.38332  0.0825
H -2.53599 5.38705 0.71878  0.0706
H -3.51124 5.70435 -0.72265  0.0865
H -2.30010 4.39748 -0.71300  0.0675
O 0.31962 0.70992 -3.99774  -0.5279
S -0.61417 1.12491 -2.93271  0.8494
C -1.83269 2.18857 -3.82618  -0.2832
C -2.56576 1.21140 -4.71768  -0.2475
C -2.99602 0.05129 -3.82378  -0.2177
C -1.86193 -0.23874 -2.84594  -0.2999
H -1.27054 2.93781 -4.37551  0.0940
H -2.44771 2.63780 -3.05269  0.0622
H -1.87174 0.85189 -5.48162  0.1063
H -3.41988 1.67591 -5.21498  0.1101
H -3.22991 -0.82449 -4.42955  0.1070
H -3.89362 0.33489 -3.27415  0.1087
H -1.32336 -1.15582 -3.07015  0.0802
H -2.20970 -0.25530 -1.81885  0.0656

(2)
A molecular structure, C36H40Br2N9O4SSiZr in a non-equilibrium geometry, computed with the ωB97M-V functional and the def2-TZVPD basis.

Calculated values
2S+1 = 1
relative energy (zero: lowest compared OMol25 entry of this formula, charge and spin) = 1.1153 eV
Kohn-Sham gap = 0.26976 Ha
E = -8072.29998 a.u.
total charge = +1
E_HOMO = -10.467 eV
F_max = 1.5 eV/A

Last column: Löwdin charge in e.
CARTESIAN COORDINATES (ANGSTROEM)
Zr -0.27410 -1.21698 0.25723  1.5731
Br -3.62855 -0.24070 2.96134  0.6907
C -3.93876 -2.05245 2.51690  -1.0126
Br -2.69170 -2.86598 1.38533  0.8546
H -4.89501 -2.07123 2.00196  0.0181
H -3.99805 -2.60343 3.44515  0.0110
N -0.56393 0.76846 2.86390  -0.0239
C -0.07416 0.97857 4.09558  -0.0664
C 0.45978 -0.20104 4.55321  -0.0189
C 0.26030 -1.10440 3.50476  -0.1454
N -0.32543 -0.50038 2.47803  -0.1599
H -0.62084 1.44689 2.09044  0.0897
H -0.10266 1.95562 4.54906  0.1303
H 0.93357 -0.39533 5.50448  0.1115
H 0.55256 -2.13389 3.43862  0.0895
O 1.44308 -3.03155 -1.91317  0.0579
C 0.25141 -3.11986 -2.12943  -0.5294
N -0.75912 -2.54834 -1.38270  -0.2506
S -2.12165 -2.26025 -2.32220  0.6157
O -3.32227 -2.56346 -1.59270  -0.3319
O -1.91387 -0.98757 -2.95539  -0.2845
C -1.68927 -3.55486 -3.42689  -0.2161
C -2.47581 -4.18947 -4.34375  -0.0142
C -1.85024 -5.15452 -5.13291  -0.0459
C -0.50144 -5.45101 -5.01089  -0.0479
C 0.28929 -4.78932 -4.07724  0.0094
C -0.33318 -3.84938 -3.28473  -0.1380
H -3.52629 -3.96249 -4.47949  0.1315
H -2.41452 -5.70069 -5.87336  0.1136
H -0.06030 -6.21262 -5.65560  0.1180
H 1.33386 -5.02302 -3.97397  0.1228
C 1.85881 7.31199 2.54494  -0.0526
C 0.77075 7.12206 1.52076  -0.2768
C 0.83563 7.69917 0.25129  -0.0427
C -0.13732 7.48389 -0.70689  -0.0263
C -1.27087 6.72842 -0.39765  -0.2592
N -2.24848 6.53508 -1.42293  0.1350
C -3.17608 5.52457 -1.54148  -0.5243
O -4.21390 5.68804 -2.14042  0.0897
N -2.86322 4.29774 -0.94858  0.1442
C -1.59655 3.74837 -0.76303  -0.2317
C -0.44432 4.08567 -1.46114  0.0200
C 0.76243 3.47356 -1.12151  -0.0307
C 0.76396 2.46931 -0.17440  -0.1689
N -0.35409 2.07115 0.42945  0.0065
C -1.48854 2.71876 0.17195  -0.0902
C -1.38723 6.19144 0.88407  -0.0301
C -0.36575 6.36360 1.81067  -0.0368
H 2.53480 8.11482 2.24727  0.0762
H 2.46305 6.39904 2.65770  0.0827
H 1.43854 7.54122 3.53340  0.0840
H 1.69315 8.31231 -0.01348  0.1144
H -0.01362 7.89434 -1.70727  0.1195
H -2.53112 7.37720 -1.90805  0.1576
H -3.59005 3.60450 -1.09591  0.1607
H -0.46377 4.82451 -2.25516  0.1283
H 1.69581 3.74900 -1.61371  0.1156
H 1.66440 1.94401 0.11673  0.0847
H -2.37325 2.37190 0.69399  0.1002
H -2.28176 5.63734 1.16545  0.1209
H -0.47525 5.93329 2.80424  0.1141
C 2.56232 -0.48366 -3.28498  0.0094
C 1.54171 -0.26266 -2.29005  -0.1316
N 0.74020 -0.16500 -1.46282  0.1106
H 2.90835 -1.51483 -3.16629  0.0998
H 3.39014 0.19750 -3.12651  0.0993
H 2.14210 -0.34258 -4.28437  0.1112
N -3.28609 0.40686 -0.35379  0.0395
C -2.32641 -0.17630 -0.05968  -0.4783
C 1.82971 -5.66134 1.62645  -0.1804
Si 0.39494 -4.52986 1.44434  0.3670
C -0.41665 -4.56789 3.08581  -0.2147
C -0.60846 -5.22316 0.08968  -0.1815
N 0.80550 -2.78903 1.06660  -0.2263
C 2.07887 -2.26460 0.87102  -0.3816
C 2.31398 -0.86574 0.98598  -0.1345
C 3.54551 -0.28344 0.60416  -0.0803
C 4.61047 -1.10042 0.28856  -0.0853
C 4.42798 -2.48293 0.24311  -0.0549
C 3.18699 -3.04957 0.44995  -0.0340
H 1.38564 -6.54514 2.10044  0.0515
H 2.59445 -5.30768 2.31607  0.0474
H 2.30208 -6.01935 0.70263  0.0466
H -1.17690 -5.36162 3.10678  0.0523
H -0.89916 -3.63530 3.36837  -0.0247
H 0.33141 -4.81430 3.86290  0.0544
H -0.89505 -6.22943 0.44323  0.0631
H 0.04229 -5.38867 -0.78236  0.0480
H -1.51171 -4.71540 -0.22406  -0.0131
H 1.66355 -0.26171 1.60445  0.0711
H 3.70307 0.78149 0.69486  0.1017
H 5.60083 -0.69313 0.11718  0.1089
H 5.28758 -3.11514 0.01492  0.1186
H 3.08197 -4.11762 0.29559  0.0848

(3)
A molecular structure, C36H40N7O4PRuSTe2 in a non-equilibrium geometry, computed with the ωB97M-V functional and the def2-TZVPD basis.

Calculated values
2S+1 = 2
relative energy (zero: lowest compared OMol25 entry of this formula, charge and spin) = 2.3162 eV
Kohn-Sham gap (alpha / beta) = 0.24668 / 0.17259 Ha
E = -3450.30437 a.u.
total charge = +1
E_HOMO (alpha / beta) = -9.723 / -9.721 eV
F_max = 1.4 eV/A

Last column: Löwdin charge in e.
CARTESIAN COORDINATES (ANGSTROEM)
Ru 1.71263 0.39884 1.19518  0.5243
N 5.56605 -1.43762 1.96089  0.1103
C 4.51267 -0.61852 1.81010  -0.8349
S 2.96208 -1.14543 2.37951  0.6579
N 4.73699 0.56836 1.27200  0.0089
N 3.58707 1.28221 1.28773  -0.2112
C 3.61766 2.56224 1.41207  -0.0571
C 2.36616 3.14133 1.86797  -0.2425
C 2.22147 4.50273 2.12541  -0.0001
C 1.06418 4.95974 2.72240  -0.0418
C 0.06982 4.04416 3.04941  -0.0595
C 0.26550 2.71344 2.74120  -0.1398
N 1.37792 2.25365 2.15801  -0.0244
H 5.44315 -2.38424 2.27013  0.0952
H 6.46789 -1.13282 1.63743  0.1131
H 4.54344 3.12496 1.38035  0.1353
H 3.03066 5.17770 1.88323  0.1243
H 0.94455 6.01024 2.95122  0.1185
H -0.83934 4.34979 3.54831  0.1142
H -0.47728 1.96833 2.98723  0.0921
C -3.36993 4.46423 -1.51663  -0.3722
Te -1.79613 3.51615 -0.46664  1.7010
C -2.20207 1.83803 -1.67515  -0.3436
C -3.56527 2.07897 -2.27039  -0.2766
C -4.25129 1.04931 -2.90747  -0.0317
C -5.48404 1.29140 -3.48893  -0.0613
C -6.03844 2.56419 -3.43736  -0.0617
C -5.36260 3.58980 -2.79878  -0.0288
C -4.12534 3.35244 -2.20881  -0.2812
H -2.91178 5.16272 -2.21882  0.0658
H -3.98320 5.02514 -0.81284  0.0656
H -2.12772 0.94402 -1.05665  0.0519
H -1.40868 1.79291 -2.42298  0.0610
H -3.81639 0.05756 -2.94564  0.1139
H -6.01534 0.48808 -3.98112  0.1112
H -7.00050 2.75535 -3.89301  0.1116
H -5.79782 4.58055 -2.75437  0.1215
O 0.54000 1.89166 -0.59287  -0.3246
N 1.37889 1.69497 -1.53732  -0.1431
C 1.53302 2.56941 -2.50202  -0.3055
C 2.52332 2.30855 -3.49804  -0.1817
N 3.31342 2.10194 -4.30568  0.1834
C 0.65630 3.68860 -2.59557  -0.1633
N -0.18637 4.46575 -2.47090  0.1071
Te 2.52095 -0.95068 -1.07253  1.5172
C 0.93574 -1.82965 -2.17890  -0.4553
C 0.07804 -1.01730 -2.91056  -0.1337
C -0.92120 -1.58492 -3.69002  -0.0817
C -1.06359 -2.96264 -3.75324  -0.0842
C -0.20278 -3.77208 -3.02572  -0.0791
C 0.78963 -3.21042 -2.23427  -0.1197
C 3.50441 -2.76960 -0.67055  -0.5351
C 4.65711 -3.02339 -1.40625  -0.1390
C 5.36988 -4.19861 -1.20284  -0.0761
C 4.93123 -5.12156 -0.26626  -0.0756
C 3.77290 -4.87608 0.46207  -0.0744
C 3.05921 -3.70388 0.26162  -0.1812
H 0.19270 0.05790 -2.90022  0.0670
H -1.57491 -0.94430 -4.26906  0.1025
H -1.83423 -3.40331 -4.37190  0.1080
H -0.29862 -4.84951 -3.07191  0.1123
H 1.45875 -3.85927 -1.68633  0.0901
H 5.00885 -2.30399 -2.13604  0.0945
H 6.26595 -4.39034 -1.77825  0.1084
H 5.48460 -6.03846 -0.11011  0.1076
H 3.42102 -5.60361 1.18266  0.1084
H 2.15084 -3.52219 0.81855  0.0733
C -3.93645 0.41730 1.35354  -0.0459
C -2.48502 0.63768 1.72431  -0.3147
O -1.67719 -0.26746 0.97651  -0.2825
P -0.22147 -0.78311 1.48250  0.6220
O -0.16852 -2.18769 0.75058  -0.3149
C -1.08419 -3.28437 0.99547  -0.2297
C -2.29765 -3.21720 0.09715  -0.0488
O -0.63328 -1.15244 2.99496  -0.2867
C 0.17462 -0.87558 4.15802  -0.3122
C -0.72694 -0.89952 5.36844  -0.0609
H -4.55338 1.24284 1.71156  0.0867
H -4.31253 -0.50765 1.78869  0.0874
H -4.04659 0.35309 0.27000  0.0703
H -2.33152 0.46764 2.79289  0.1073
H -2.17986 1.66402 1.49729  0.0196
H -1.35793 -3.28759 2.05064  0.1132
H -0.49446 -4.17766 0.79082  0.1186
H -2.88262 -2.32085 0.29208  0.0605
H -2.92769 -4.08928 0.28179  0.0881
H -2.00127 -3.22033 -0.95032  0.0633
H 0.66804 0.09161 4.03746  0.0802
H 0.95555 -1.63224 4.22980  0.0817
H -1.59743 -0.26017 5.21337  0.0736
H -0.18560 -0.53527 6.24181  0.0854
H -1.07842 -1.90873 5.57896  0.0829

(4)
A molecular structure, C36H40OP2Zn in a non-equilibrium geometry, computed with the ωB97M-V functional and the def2-TZVPD basis.

Calculated values
2S+1 = 1
Kohn-Sham gap = 0.25086 Ha
E = -3932.85675 a.u.
total charge = 0
E_HOMO = -7.987 eV
F_max = 3.5 eV/A

Last column: Löwdin charge in e.
CARTESIAN COORDINATES (ANGSTROEM)
Zn 0.58093 -0.16153 -2.94632  0.9116
C 1.36657 -0.16797 2.34320  -0.1289
C 2.11928 -1.12445 1.79481  -0.1069
C 1.90911 -2.60599 1.90804  -0.1929
C 0.88172 -3.37713 1.02771  -0.1804
C -0.54984 -3.00356 1.23825  -0.1171
C -1.11459 -2.22547 2.16512  -0.1107
C -0.51417 -1.68637 3.42885  -0.2040
C 0.29565 -0.34106 3.36861  -0.1812
C -1.25228 -0.37796 -3.68707  -0.2285
H 1.59503 0.87870 2.10919  0.0973
H 2.91796 -0.81573 1.11670  0.0944
H 1.64266 -2.79458 2.94926  0.0940
H 2.90222 -3.03007 1.68496  0.1024
H 1.17395 -3.35045 -0.03875  0.0858
H 0.95490 -4.44841 1.29249  0.1159
H -1.19410 -3.38856 0.44091  0.0993
H -2.15832 -1.92218 1.99884  0.1038
H 0.01931 -2.43814 4.03142  0.1051
H -1.42235 -1.39015 3.97950  0.0998
H -0.47473 0.43134 3.20731  0.1064
H 0.74299 -0.16733 4.37025  0.1185
H -1.69569 0.56634 -4.06545  -0.0070
H -1.79702 -0.64605 -2.76373  -0.0122
H -1.16473 -1.14448 -4.45213  -0.0559
P 4.42326 -5.86338 -5.27985  1.0034
P 1.57891 -7.17784 -5.87468  0.9967
C 3.92548 -7.38739 -4.44682  -0.3457
C 2.74047 -7.98917 -4.76299  -0.3654
C 6.15802 -6.44436 -5.73940  -0.3735
C 6.85191 -7.49011 -5.10511  -0.0987
C 8.15671 -7.82237 -5.49460  -0.0846
C 8.76501 -7.13722 -6.55022  -0.0913
C 8.05867 -6.13954 -7.23707  -0.0894
C 6.75781 -5.81297 -6.84892  -0.1159
C 4.72011 -4.82438 -3.79291  -0.3848
C 3.55549 -4.40577 -3.12804  -0.1127
C 3.65873 -3.60959 -1.99181  -0.0871
C 4.93278 -3.25740 -1.50669  -0.0863
C 6.09495 -3.68980 -2.16785  -0.0823
C 5.98732 -4.46822 -3.32296  -0.0858
C 1.20708 -8.75414 -6.86143  -0.3529
C 2.25363 -9.28774 -7.64521  -0.1121
C 2.08188 -10.49289 -8.33285  -0.0910
C 0.86200 -11.17918 -8.24431  -0.0982
C -0.18576 -10.65253 -7.48308  -0.0873
C -0.01777 -9.43596 -6.80493  -0.0894
C 0.10416 -7.14299 -4.78378  -0.4183
C -0.95213 -6.33696 -5.24518  -0.1244
C -2.13955 -6.27197 -4.52578  -0.0887
C -2.27361 -6.99622 -3.32965  -0.0861
C -1.20928 -7.77648 -2.85862  -0.0824
C -0.01101 -7.83742 -3.57583  -0.0928
H 4.57506 -7.81197 -3.66203  0.0735
H 2.46329 -9.01387 -4.44202  0.0876
H 6.40249 -8.05678 -4.28987  0.0850
H 8.68380 -8.62026 -4.96061  0.1052
H 9.77670 -7.40077 -6.85565  0.1006
H 8.51922 -5.61528 -8.07860  0.1033
H 6.19332 -5.04905 -7.38874  0.0955
H 2.58043 -4.70530 -3.50886  0.0957
H 2.75702 -3.25686 -1.47410  0.0797
H 5.01257 -2.64844 -0.59370  0.1011
H 7.08136 -3.41143 -1.77965  0.1057
H 6.88702 -4.79265 -3.84106  0.0993
H 3.21540 -8.76665 -7.68050  0.1003
H 2.90472 -10.89989 -8.92980  0.1032
H 0.73225 -12.12332 -8.77182  0.0987
H -1.13980 -11.18320 -7.40249  0.1033
H -0.83439 -9.04177 -6.19441  0.0968
H -0.83495 -5.76951 -6.16691  0.0978
H -2.96914 -5.66615 -4.89735  0.1040
H -3.21810 -6.96399 -2.77280  0.1040
H -1.31256 -8.34988 -1.93320  0.1045
H 0.81534 -8.42414 -3.18141  0.0912
C -0.49803 1.60637 -0.30787  -0.2905
O 0.12747 0.70545 -1.16697  -0.4884
H -0.53325 2.63075 -0.70519  0.0618
H 0.14250 1.59528 0.58421  0.0332
H -1.50095 1.34782 0.07899  0.0662

Question: Among the records above, which one has the highest E?
Answer: C36H40N7O4PRuSTe2